8
Properties=species:S:1:pos:R:3:forces:R:3:nbo_charge:R:1 method="wB97M-V/def2-TZVPD" homo_lumo_gap_ev=6.2 homo_energy_ev=-2.65 total_charge=-1 total_energy_ev=-28325.2740 de_lowest_ev=0.722
S 0.90265 -1.38738 -0.24359 0.55 -0.21 0.35 0.062
S 0.86019 1.38871 0.45081 0.64 0.00 0.32 0.056
O -2.56730 0.45823 -0.85111 -0.34 0.81 -1.43 -0.525
O -2.11790 -0.63574 1.10713 0.40 -0.78 1.41 -0.525
N 0.72031 0.20229 -0.71687 -0.67 0.18 -0.75 -1.142
C -2.28453 -0.08434 0.11701 -0.04 0.03 -0.07 1.040
H 2.22078 1.62062 0.45223 -0.33 0.07 0.14 0.018
H 2.26580 -1.56238 -0.31561 -0.22 -0.10 0.03 0.014